Entry 1:
{"formula": "C31H27AsI2NO2PSTi", "method": "the ωB97M-V functional and the def2-TZVPD basis", "species": ["Ti", "I", "C", "C", "C", "I", "C", "C", "C", "C", "N", "C", "C", "O", "H", "H", "H", "H", "O", "C", "C", "C", "C", "C", "C", "C", "P", "C", "C", "C", "C", "C", "C", "C", "C", "C", "C", "C", "C", "H", "H", "H", "H", "H", "H", "H", "H", "H", "H", "H", "H", "H", "H", "C", "As", "C", "C", "S", "H", "H", "H", "H", "H", "H", "H", "H", "H"], "coordinates": [[-0.05, 0.09, 0.06], [0.46, 5.12, -0.39], [1.88, 3.63, -0.38], [3.26, 3.95, -0.45], [4.22, 2.99, -0.44], [6.22, 3.56, -0.55], [3.85, 1.62, -0.34], [4.76, 0.54, -0.29], [4.28, -0.72, -0.11], [2.90, -0.93, 0.00], [2.01, 0.03, -0.08], [2.48, 1.32, -0.26], [1.47, 2.33, -0.32], [0.20, 1.92, -0.30], [3.55, 5.00, -0.51], [5.82, 0.72, -0.37], [4.95, -1.57, -0.06], [2.51, -1.92, 0.17], [-2.11, 0.69, -0.10], [-1.94, -0.51, 0.11], [-2.85, -1.65, 0.20], [-4.24, -1.65, 0.33], [-4.89, -2.87, 0.38], [-4.16, -4.05, 0.30], [-2.77, -4.04, 0.15], [-2.12, -2.83, 0.11], [-0.32, -2.52, -0.11], [0.38, -4.21, -0.01], [0.61, -5.04, -1.10], [1.04, -6.35, -0.90], [1.24, -6.83, 0.38], [1.01, -6.01, 1.48], [0.58, -4.70, 1.28], [-0.14, -2.07, -1.89], [-1.17, -1.54, -2.65], [-0.96, -1.17, -3.98], [0.28, -1.33, -4.56], [1.33, -1.87, -3.81], [1.12, -2.23, -2.49], [-4.78, -0.71, 0.39], [-5.96, -2.91, 0.49], [-4.68, -5.00, 0.34], [-2.22, -4.97, 0.07], [0.44, -4.69, -2.11], [1.22, -6.99, -1.75], [1.57, -7.86, 0.53], [1.15, -6.39, 2.48], [0.39, -4.07, 2.14], [-2.17, -1.43, -2.24], [-1.78, -0.76, -4.56], [0.44, -1.05, -5.59], [2.30, -2.01, -4.26], [1.94, -2.66, -1.93], [1.23, 0.01, 5.42], [1.62, -0.18, 3.56], [2.99, 1.09, 3.18], [2.38, -1.93, 3.41], [-0.21, 0.13, 2.52], [2.14, -0.17, 5.99], [0.47, -0.71, 5.68], [0.86, 1.01, 5.59], [3.58, 0.78, 2.32], [3.63, 1.16, 4.06], [2.52, 2.05, 2.99], [3.30, -1.93, 3.98], [2.57, -2.19, 2.37], [1.67, -2.63, 3.84]], "charge": 1, "spin_multiplicity": 2, "lumo_ev": [-3.0, -3.1], "homo_energy_ev": [-9.89, -10.38]}

Entry 2:
{"formula": "C31H27AsIMnN4O2PS4Se", "method": "the ωB97M-V functional and the def2-TZVPD basis", "species": ["Mn", "S", "As", "S", "S", "S", "I", "C", "C", "C", "C", "C", "C", "C", "C", "C", "P", "C", "C", "C", "C", "C", "C", "C", "C", "C", "C", "C", "C", "C", "H", "H", "H", "H", "H", "H", "H", "H", "H", "H", "H", "H", "H", "H", "H", "H", "N", "C", "O", "C", "C", "C", "N", "C", "C", "H", "H", "H", "H", "H", "H", "C", "C", "N", "O", "H", "H", "H", "H", "H", "Se", "C", "N"], "coordinates": [[1.15, -1.08, -0.03], [1.37, -5.58, 1.94], [1.60, -3.47, 2.06], [-0.18, -2.45, 1.23], [3.00, -2.68, 0.52], [2.02, -2.68, 4.03], [-1.08, -0.80, -2.35], [-2.51, 0.68, -2.53], [-3.19, 0.58, -3.71], [-4.22, 1.48, -4.06], [-4.54, 2.47, -3.20], [-3.85, 2.61, -1.97], [-4.24, 3.69, -1.13], [-3.63, 3.89, 0.05], [-2.60, 3.00, 0.45], [-2.16, 1.95, -0.29], [-0.77, 0.96, 0.59], [0.23, 2.44, 1.03], [1.01, 2.99, 0.01], [1.78, 4.12, 0.25], [1.76, 4.73, 1.50], [0.98, 4.19, 2.51], [0.22, 3.05, 2.28], [-1.68, 0.49, 2.11], [-3.07, 0.48, 2.20], [-3.71, -0.05, 3.32], [-2.95, -0.59, 4.35], [-1.57, -0.62, 4.25], [-0.94, -0.10, 3.13], [-2.80, 1.72, -1.57], [-2.92, -0.21, -4.40], [-4.75, 1.37, -5.00], [-5.33, 3.17, -3.43], [-5.04, 4.34, -1.48], [-3.92, 4.71, 0.70], [-2.14, 3.18, 1.41], [1.06, 2.51, -0.96], [2.41, 4.50, -0.54], [2.37, 5.61, 1.69], [0.97, 4.65, 3.50], [-0.38, 2.62, 3.08], [-3.68, 0.88, 1.39], [-4.79, -0.06, 3.36], [-3.45, -1.03, 5.21], [-0.97, -1.12, 5.00], [0.13, -0.22, 3.02], [3.12, -5.65, -5.19], [1.95, -5.72, -4.49], [1.16, -6.63, -4.64], [1.69, -4.57, -3.53], [2.36, -3.36, -3.63], [2.08, -2.37, -2.71], [1.21, -2.55, -1.72], [0.55, -3.71, -1.63], [0.77, -4.75, -2.53], [3.36, -6.50, -5.67], [3.89, -5.13, -4.79], [3.07, -3.16, -4.42], [2.59, -1.41, -2.73], [-0.11, -3.80, -0.77], [0.25, -5.69, -2.42], [2.74, 0.85, 3.80], [2.85, 0.11, 2.50], [4.01, -0.50, 2.24], [1.91, 0.11, 1.70], [3.66, 0.79, 4.38], [1.93, 0.40, 4.38], [2.51, 1.90, 3.60], [4.57, -0.73, 3.05], [3.94, -1.23, 1.53], [3.81, 1.94, -2.90], [2.87, 0.85, -1.78], [2.25, 0.14, -1.11]], "charge": -2, "spin_multiplicity": 2, "lumo_ev": [3.7, 3.7], "homo_energy_ev": [-1.49, -1.45]}